(1)
{"formula": "C27H40CrN2O3SSeSi", "method": "the ωB97M-V functional and the def2-TZVPD basis", "multiplicity": 5, "s2": 6.034, "e_homo_ha": [-0.26481, -0.28378], "homo_lumo_gap_ev": [6.36, 6.80], "elements": ["Cr", "N", "C", "C", "C", "C", "C", "C", "C", "C", "N", "C", "H", "H", "H", "H", "H", "H", "H", "H", "Se", "C", "C", "C", "C", "C", "C", "H", "H", "H", "H", "H", "C", "C", "C", "C", "O", "Si", "S", "O", "C", "C", "C", "C", "O", "C", "C", "C", "C", "H", "H", "H", "H", "H", "H", "H", "H", "H", "H", "H", "H", "H", "H", "H", "H", "H", "H", "H", "H", "H", "H", "H", "H", "H", "H", "H"], "coordinates": [[-1.324, -1.355, -0.892], [-2.466, -2.542, -2.694], [-3.729, -1.906, -2.776], [-4.886, -2.514, -3.166], [-6.094, -1.778, -3.240], [-6.130, -0.447, -2.959], [-4.952, 0.210, -2.520], [-4.881, 1.588, -2.197], [-3.710, 2.137, -1.769], [-2.589, 1.295, -1.585], [-2.635, 0.007, -1.845], [-3.774, -0.535, -2.382], [-1.816, -2.191, -3.393], [-2.509, -3.552, -2.749], [-4.877, -3.559, -3.449], [-6.993, -2.287, -3.560], [-7.048, 0.119, -3.054], [-5.771, 2.197, -2.297], [-3.625, 3.187, -1.531], [-1.652, 1.678, -1.206], [-1.463, -3.250, 0.593], [-1.382, -2.685, 2.414], [-0.217, -2.872, 3.155], [-0.155, -2.468, 4.480], [-1.255, -1.878, 5.087], [-2.420, -1.699, 4.356], [-2.485, -2.100, 3.029], [0.645, -3.328, 2.685], [0.759, -2.617, 5.040], [-1.204, -1.561, 6.120], [-3.288, -1.246, 4.819], [-3.395, -1.957, 2.460], [0.757, 2.024, 3.177], [0.259, 1.698, 1.776], [-1.077, 0.974, 1.858], [0.137, 2.974, 0.952], [1.229, 0.810, 1.217], [1.904, 0.532, -0.252], [0.712, -0.530, -1.610], [2.349, 1.996, -0.829], [2.881, 2.429, -2.085], [3.741, 3.645, -1.770], [1.713, 2.814, -2.985], [3.723, 1.331, -2.724], [3.287, -0.301, 0.002], [3.619, -1.478, 0.749], [5.070, -1.773, 0.395], [2.727, -2.645, 0.350], [3.479, -1.185, 2.238], [0.048, 2.668, 3.700], [1.721, 2.531, 3.128], [0.880, 1.104, 3.750], [-1.862, 1.633, 2.233], [-1.011, 0.106, 2.511], [-1.371, 0.619, 0.865], [-0.648, 3.609, 1.369], [-0.103, 2.747, -0.087], [1.075, 3.526, 0.947], [3.139, 4.415, -1.287], [4.172, 4.061, -2.682], [4.552, 3.368, -1.097], [1.128, 3.607, -2.516], [1.068, 1.950, -3.153], [2.075, 3.177, -3.949], [4.502, 1.003, -2.037], [4.191, 1.705, -3.636], [3.107, 0.468, -2.981], [5.165, -1.942, -0.678], [5.422, -2.662, 0.921], [5.705, -0.931, 0.670], [2.776, -2.817, -0.726], [1.682, -2.462, 0.606], [3.056, -3.548, 0.869], [4.105, -0.337, 2.518], [3.790, -2.055, 2.819], [2.446, -0.947, 2.489]]}



(2)
{"formula": "C27H40NO6", "method": "the ωB97M-V functional and the def2-TZVPD basis", "multiplicity": 1, "charge": -1, "e_homo_ha": -0.07684, "homo_lumo_gap_ev": 2.01, "elements": ["C", "C", "C", "O", "C", "N", "C", "C", "C", "C", "C", "C", "C", "C", "C", "C", "O", "C", "H", "H", "H", "H", "H", "H", "H", "H", "H", "H", "H", "H", "H", "H", "H", "H", "H", "H", "H", "H", "H", "H", "H", "H", "H", "H", "H", "H", "H", "H", "H", "H", "C", "C", "C", "O", "C", "C", "C", "O", "H", "H", "H", "H", "C", "C", "C", "O", "C", "C", "C", "O", "H", "H", "H", "H"], "coordinates": [[2.479, -3.946, 0.116], [3.281, -2.630, 0.133], [2.477, -1.474, -0.445], [2.628, -1.363, -1.835], [1.369, -1.139, -2.599], [0.959, 0.181, -2.755], [0.171, 0.678, -1.653], [-1.202, -0.007, -1.434], [-2.198, 0.852, -0.636], [-3.620, 0.689, -1.183], [-4.722, 0.889, -0.139], [-6.080, 0.550, -0.748], [-7.272, 0.887, 0.140], [-8.545, 0.210, -0.424], [-8.686, -1.191, 0.164], [-9.541, -2.147, -0.662], [-9.410, -1.904, -2.052], [-10.468, -2.455, -2.787], [3.129, -4.796, -0.083], [1.990, -4.108, 1.071], [1.734, -3.894, -0.674], [4.262, -2.740, -0.321], [3.456, -2.384, 1.184], [2.783, -0.527, 0.006], [1.433, -1.615, -0.147], [0.611, -1.823, -2.164], [1.612, -1.529, -3.591], [0.687, 0.674, -0.672], [-0.045, 1.733, -1.860], [-1.632, -0.203, -2.415], [-1.035, -0.943, -0.905], [-1.910, 1.904, -0.674], [-2.191, 0.563, 0.415], [-3.789, 1.305, -2.065], [-3.713, -0.348, -1.511], [-4.490, 0.231, 0.697], [-4.674, 1.918, 0.225], [-6.084, -0.529, -0.901], [-6.142, 1.053, -1.708], [-7.443, 1.963, 0.078], [-7.097, 0.596, 1.173], [-9.429, 0.825, -0.268], [-8.384, 0.127, -1.494], [-9.163, -1.101, 1.139], [-7.698, -1.622, 0.302], [-10.589, -2.026, -0.371], [-9.250, -3.182, -0.461], [-11.438, -2.182, -2.362], [-10.438, -2.055, -3.796], [-10.402, -3.546, -2.842], [4.492, 2.793, 1.915], [5.663, 3.387, 1.693], [6.295, 3.360, 0.349], [7.368, 3.897, 0.152], [5.575, 2.651, -0.734], [4.403, 2.056, -0.515], [3.773, 2.083, 0.828], [2.711, 1.536, 1.012], [4.013, 2.797, 2.887], [6.205, 3.906, 2.470], [6.055, 2.644, -1.705], [3.855, 1.528, -1.290], [8.020, 0.736, 2.894], [8.675, -0.400, 2.670], [10.149, -0.480, 2.820], [10.749, -1.514, 2.616], [10.865, 0.754, 3.229], [10.211, 1.890, 3.452], [8.737, 1.969, 3.304], [8.140, 3.004, 3.509], [6.945, 0.818, 2.789], [8.171, -1.310, 2.370], [11.939, 0.673, 3.331], [10.714, 2.801, 3.749]]}



(3)
{"formula": "C27H41B2F4N10O6Ti", "method": "the ωB97M-V functional and the def2-TZVPD basis", "multiplicity": 1, "charge": 1, "e_homo_ha": -0.41127, "homo_lumo_gap_ev": 7.03, "de_lowest_kj_mol": 0.0, "elements": ["Ti", "C", "C", "N", "O", "B", "F", "F", "O", "N", "C", "C", "C", "N", "O", "B", "F", "F", "O", "N", "C", "C", "C", "H", "H", "H", "H", "H", "H", "H", "H", "H", "H", "H", "H", "C", "N", "C", "C", "N", "C", "C", "N", "C", "C", "N", "C", "N", "C", "C", "C", "N", "C", "H", "H", "H", "H", "H", "H", "H", "H", "H", "H", "H", "H", "H", "H", "H", "H", "H", "H", "H", "H", "H", "H", "H", "H", "O", "C", "O", "C", "C", "C", "C", "C", "C", "H", "H", "H", "H", "H"], "coordinates": [[0.302, 0.474, -0.103], [2.303, -1.258, -3.753], [1.646, -0.995, -2.447], [1.170, 0.130, -2.084], [1.259, 1.153, -2.964], [0.707, 2.393, -2.371], [-0.428, 1.923, -1.570], [0.354, 3.275, -3.314], [1.661, 2.952, -1.394], [1.909, 1.959, -0.518], [2.978, 2.009, 0.171], [3.988, 3.099, 0.091], [3.129, 0.841, 1.058], [2.126, 0.036, 1.069], [2.242, -0.987, 1.938], [1.906, -2.415, 1.577], [1.567, -3.018, 2.761], [3.035, -2.964, 0.971], [0.742, -2.540, 0.648], [0.887, -1.640, -0.363], [1.452, -2.056, -1.434], [1.892, -3.452, -1.690], [4.376, 0.626, 1.840], [2.257, -0.382, -4.390], [1.821, -2.103, -4.248], [3.349, -1.532, -3.595], [3.578, 3.954, -0.438], [4.875, 2.755, -0.447], [4.298, 3.394, 1.093], [1.507, -4.116, -0.925], [2.982, -3.507, -1.666], [1.562, -3.771, -2.680], [4.317, 1.151, 2.797], [5.234, 1.022, 1.299], [4.512, -0.432, 2.043], [-3.998, -2.454, -0.762], [-2.863, -2.281, -1.664], [-2.958, -3.015, -2.930], [-1.573, -2.796, -3.506], [-1.155, -1.520, -2.916], [-1.281, -0.377, -3.840], [-1.869, -1.354, -1.724], [-1.543, -0.408, -0.886], [-2.470, -0.090, 0.206], [-2.028, -0.908, 1.392], [-0.681, -0.462, 1.765], [-0.389, -0.712, 3.028], [0.425, -0.024, 3.857], [1.196, 1.170, 3.639], [0.650, -0.760, 5.094], [-0.593, -1.631, 5.152], [-0.982, -1.724, 3.743], [-1.243, -3.041, 3.174], [-4.381, -3.460, -0.919], [-4.799, -1.748, -0.985], [-3.717, -2.371, 0.281], [-3.763, -2.611, -3.552], [-3.166, -4.065, -2.733], [-1.552, -2.739, -4.591], [-0.899, -3.591, -3.182], [-0.469, -0.400, -4.564], [-1.228, 0.551, -3.285], [-2.236, -0.411, -4.376], [-3.506, -0.254, -0.076], [-2.397, 0.969, 0.436], [-2.022, -1.960, 1.097], [-2.721, -0.786, 2.229], [0.915, 1.647, 2.712], [2.260, 0.923, 3.620], [1.018, 1.871, 4.458], [0.720, -0.068, 5.933], [1.574, -1.342, 5.027], [-1.385, -1.158, 5.737], [-0.400, -2.620, 5.561], [-0.815, -3.799, 3.827], [-0.757, -3.141, 2.208], [-2.315, -3.231, 3.076], [-2.210, 2.700, 1.550], [-1.013, 2.834, 1.506], [-0.216, 1.942, 0.913], [-0.301, 3.976, 2.153], [0.888, 4.479, 1.639], [1.519, 5.540, 2.272], [0.971, 6.084, 3.425], [-0.222, 5.587, 3.932], [-0.866, 4.541, 3.291], [1.286, 4.074, 0.721], [2.430, 5.952, 1.858], [1.466, 6.909, 3.921], [-0.656, 6.021, 4.823], [-1.807, 4.153, 3.660]]}



(4)
{"formula": "C27H41BBr2IO21", "method": "the ωB97M-V functional and the def2-TZVPD basis", "multiplicity": 1, "charge": -1, "e_homo_ha": -0.19275, "homo_lumo_gap_ev": 6.87, "elements": ["C", "C", "C", "I", "B", "C", "Br", "C", "C", "Br", "H", "H", "H", "H", "H", "H", "H", "H", "H", "H", "H", "H", "H", "C", "C", "O", "C", "O", "O", "H", "H", "H", "H", "C", "C", "O", "C", "O", "O", "H", "H", "H", "H", "C", "C", "O", "C", "O", "O", "H", "H", "H", "H", "C", "C", "O", "C", "O", "O", "H", "H", "H", "H", "C", "C", "O", "C", "O", "O", "H", "H", "H", "H", "C", "C", "O", "C", "O", "O", "H", "H", "H", "H", "C", "C", "O", "C", "O", "O", "H", "H", "H", "H"], "coordinates": [[1.467, 1.300, 3.597], [1.131, 0.266, 2.529], [2.100, 0.270, 1.310], [2.120, -1.791, 0.546], [3.670, 0.773, 1.520], [3.764, 2.316, 0.963], [5.497, 3.146, 1.446], [3.565, 2.547, -0.546], [3.727, 1.337, -1.447], [1.798, 3.368, -0.887], [1.653, 2.286, 3.172], [0.655, 1.336, 4.327], [2.361, 1.004, 4.146], [1.054, -0.735, 2.948], [0.136, 0.498, 2.148], [1.582, 0.797, 0.510], [4.434, 0.049, 0.907], [4.026, 0.754, 2.683], [3.032, 2.929, 1.487], [4.260, 3.312, -0.885], [3.807, 1.674, -2.484], [2.873, 0.665, -1.386], [4.638, 0.805, -1.183], [9.148, 0.926, 1.241], [8.784, 0.692, 2.693], [8.396, -0.685, 2.688], [8.990, -1.295, 1.640], [9.024, -2.468, 1.463], [9.564, -0.379, 0.820], [9.960, 1.636, 1.102], [8.285, 1.237, 0.649], [9.636, 0.806, 3.367], [7.962, 1.319, 3.030], [-0.122, 2.372, -3.872], [-1.488, 2.781, -4.387], [-1.461, 2.291, -5.739], [-0.564, 1.286, -5.798], [-0.444, 0.556, -6.738], [0.157, 1.209, -4.675], [-0.103, 2.115, -2.818], [0.643, 3.123, -4.066], [-2.302, 2.288, -3.855], [-1.651, 3.855, -4.384], [-4.013, -0.145, 5.632], [-2.843, 0.636, 6.200], [-1.824, 0.417, 5.214], [-2.420, 0.112, 4.040], [-1.879, 0.028, 2.989], [-3.748, -0.094, 4.229], [-4.984, 0.289, 5.849], [-4.011, -1.191, 5.946], [-3.046, 1.706, 6.264], [-2.512, 0.274, 7.166], [-1.481, -3.440, -6.707], [-2.215, -2.114, -6.670], [-3.467, -2.482, -6.072], [-3.283, -3.612, -5.351], [-4.084, -4.077, -4.609], [-2.062, -4.137, -5.598], [-0.408, -3.346, -6.573], [-1.686, -4.005, -7.618], [-1.719, -1.384, -6.035], [-2.381, -1.679, -7.651], [-4.596, -2.232, 0.983], [-5.623, -1.117, 1.056], [-6.385, -1.478, 2.218], [-5.604, -2.256, 3.003], [-5.868, -2.569, 4.121], [-4.482, -2.616, 2.355], [-3.629, -1.915, 0.605], [-4.951, -3.089, 0.408], [-5.163, -0.144, 1.233], [-6.273, -1.063, 0.187], [-3.104, -2.320, 10.846], [-2.412, -1.891, 9.566], [-3.071, -0.652, 9.273], [-3.578, -0.148, 10.426], [-4.035, 0.939, 10.542], [-3.490, -1.065, 11.417], [-2.456, -2.857, 11.533], [-4.003, -2.909, 10.657], [-1.349, -1.696, 9.708], [-2.545, -2.587, 8.742], [-0.289, 1.112, -9.974], [-1.651, 1.537, -10.485], [-1.645, 1.039, -11.828], [-0.757, 0.017, -11.899], [-0.642, -0.711, -12.830], [-0.029, -0.058, -10.763], [-0.280, 0.874, -8.916], [0.482, 1.855, -10.187], [-2.466, 1.061, -9.937], [-1.801, 2.613, -10.487]]}



Question: Number 1 is which compound?
Answer: C27H40CrN2O3SSeSi